Record 1
C4H4O3 | ωB97M-V with the def2-TZVPD basis set

Values from the calculation:
- Relative energy (zero: lowest compared OMol25 entry of this formula, charge and spin): 1.665 eV
- SMILES string: CC(=O)C(=O)C=O
- Largest force on an atom: 0.745 eV/Å
- Calculated total energy: -380.485845 Eh
- HOMO: -9.7 eV
- Kohn-Sham gap: 0.34026 Ha

Structure (XYZ):
```
11
Properties=species:S:1:pos:R:3:forces:R:3
C -1.593 0.310 -0.551 0.01 0.05 -0.07
C -0.527 -0.679 -0.139 -0.09 -0.31 -0.06
O -0.640 -1.878 -0.225 0.31 0.54 -0.11
C 0.659 -0.059 0.628 -0.18 0.26 0.68
O 0.354 0.354 1.724 0.15 -0.05 -0.25
C 2.142 0.107 0.228 0.15 0.29 0.04
O 2.609 1.215 0.147 -0.34 -0.59 -0.11
H -2.474 0.194 0.090 0.20 -0.07 -0.06
H -1.896 0.096 -1.579 0.04 0.01 0.12
H -1.242 1.341 -0.467 -0.05 -0.13 -0.06
H 2.772 -0.797 0.135 -0.19 -0.01 -0.12
```
Forces are in eV/Å.

Atom charges from the Löwdin analysis, given in e for atoms 1 to 4: 0.003, -0.367, 0.115, -0.255

***

Record 2
C5H11N2O2 | ωB97M-V with the def2-TZVPD basis set

Values from the calculation:
- Relative energy (zero: lowest compared OMol25 entry of this formula, charge and spin): 5.376 eV
- Largest force on an atom: 6.419 eV/Å
- Calculated total energy: -456.678834 Eh
- HOMO (spin up / spin down): -11.2 / -11.2 eV
- Kohn-Sham gap (spin up / spin down): 0.29893 / 0.29890 Ha
- Net charge: +1

Structure (XYZ):
```
20
Properties=species:S:1:pos:R:3:forces:R:3
C 1.633 0.019 -1.213 1.09 0.04 4.54
C 2.798 0.403 -0.549 -6.03 -2.01 -0.89
C 0.714 -0.431 -0.105 -0.84 1.89 -2.68
C -0.847 1.409 0.176 1.47 -0.42 0.63
C -0.332 -1.518 -0.311 1.19 0.31 0.87
N 1.464 -0.352 0.961 0.49 -0.75 3.60
N -2.271 0.956 0.080 -0.40 -0.34 -1.09
O 2.686 0.252 0.768 0.40 -0.10 0.31
O -1.331 -1.633 0.647 -0.41 0.13 1.02
H 1.277 0.189 -2.163 -0.13 0.07 -2.02
H 3.682 0.620 -0.941 3.66 1.42 -1.20
H -0.601 2.328 -0.409 -0.75 -0.81 0.16
H -0.752 1.666 1.235 0.46 -0.05 -0.06
H 0.274 -2.394 -0.439 0.16 -1.01 0.19
H -0.903 -1.440 -1.178 -0.26 0.81 -2.01
H 1.262 -0.452 1.987 0.15 0.21 -1.82
H -2.460 0.947 -0.947 -0.46 -0.07 1.14
H -2.910 1.639 0.556 0.25 -1.20 -0.57
H -2.322 -0.073 0.431 -0.12 2.06 -0.35
H -1.060 -2.136 1.415 0.07 -0.19 0.23
```
Forces are in eV/Å.

Atom charges from the Löwdin analysis, given in e for atoms 1 to 4: 0.069, -0.025, -0.228, -0.119

***

Record 3
C3H5NO2 | ωB97M-V with the def2-TZVPD basis set

Values from the calculation:
- Relative energy (zero: lowest compared OMol25 entry of this formula, charge and spin): 3.701 eV
- Largest force on an atom: 0.498 eV/Å
- Calculated total energy: -322.438321 Eh
- HOMO: -9.3 eV
- Kohn-Sham gap: 0.35540 Ha

Structure (XYZ):
```
11
Properties=species:S:1:pos:R:3:forces:R:3
O 2.628 0.199 -0.097 -0.50 -0.01 0.00
C 1.447 0.047 -0.142 0.35 -0.15 0.14
N 0.591 -0.696 0.602 0.21 -0.02 -0.06
C -0.722 -0.708 0.006 -0.09 -0.03 -0.12
C -0.643 0.359 -1.077 0.23 -0.40 -0.08
O 0.626 0.703 -1.120 -0.09 -0.08 -0.15
H 0.967 -1.428 1.181 -0.03 0.10 -0.01
H -0.938 -1.636 -0.540 0.03 -0.01 0.08
H -1.529 -0.535 0.724 0.13 0.05 -0.24
H -1.083 1.871 0.583 -0.12 0.24 0.16
H -1.345 1.824 -0.119 -0.12 0.30 0.26
```
Forces are in eV/Å.

Atom charges from the Löwdin analysis, given in e for atoms 1 to 4: 0.143, -0.509, 0.096, -0.220

***

Record 4
C48H33F9N5PS2Sc | ωB97M-V with the def2-TZVPD basis set

Values from the calculation:
- Relative energy (zero: lowest compared OMol25 entry of this formula, charge and spin): 0.000 eV
- Largest force on an atom: 3.043 eV/Å
- Calculated total energy: -4919.942712 Eh
- HOMO: -10.1 eV
- Kohn-Sham gap: 0.25972 Ha
- Net charge: +1

Structure (XYZ):
```
99
Properties=species:S:1:pos:R:3:forces:R:3
Sc 15.591 14.435 11.100 -0.41 -0.50 0.71
S 16.020 16.737 10.459 -0.02 0.71 -0.27
C 14.360 17.075 10.839 -0.97 -1.70 0.25
N 13.509 16.068 11.158 1.56 1.17 -0.34
C 12.244 16.568 11.422 -0.33 0.25 0.12
C 11.090 15.869 11.835 1.29 -0.38 -0.39
C 9.900 16.531 11.874 -0.53 -1.30 0.40
C 9.760 17.884 11.653 -0.07 0.69 -0.26
C 10.892 18.633 11.356 0.08 0.89 0.11
C 12.130 17.956 11.241 -0.95 0.63 0.03
S 13.671 18.655 10.826 -0.19 -0.34 0.01
H 11.118 14.812 12.110 0.02 0.37 -0.36
H 9.071 15.868 12.093 -0.39 0.51 0.12
H 8.746 18.292 11.721 0.59 0.24 -0.09
H 10.822 19.753 11.246 0.17 -1.43 0.01
N 14.890 14.479 15.364 0.37 1.11 -0.83
C 14.668 15.839 15.269 0.06 0.71 -0.84
C 14.933 16.198 13.958 -0.14 -0.13 1.26
N 15.338 15.075 13.311 0.53 -1.25 -0.70
C 15.338 14.042 14.156 -0.61 1.68 0.28
C 15.760 12.738 13.731 0.32 -0.92 0.49
N 15.912 12.427 12.471 0.18 0.77 -0.92
C 16.431 11.155 12.392 -0.62 0.29 2.32
C 16.515 10.664 13.688 -0.07 0.94 -0.59
N 16.141 11.710 14.522 -0.28 -0.37 -0.92
H 14.730 14.007 16.216 0.03 -0.87 0.67
H 14.401 16.470 16.112 -0.05 -0.44 -0.19
H 14.900 17.182 13.473 -0.02 -0.69 0.34
H 16.669 10.699 11.467 0.16 -0.35 -0.46
H 16.764 9.709 14.098 0.24 -0.25 -0.01
H 16.016 11.676 15.512 0.12 -0.25 0.37
C 22.591 13.504 9.685 0.24 0.63 -1.96
C 22.302 13.433 11.001 -1.12 -0.65 2.62
C 21.005 13.798 11.419 0.31 -0.20 -0.35
C 20.042 14.178 10.473 -0.67 0.14 1.71
C 20.365 14.319 9.130 1.14 0.05 0.57
C 21.656 14.014 8.759 0.11 -0.43 0.60
C 18.645 14.378 10.979 -0.20 0.46 0.19
C 17.537 13.866 10.417 0.43 1.17 0.14
C 17.658 13.062 9.213 -0.38 -0.21 0.15
C 17.026 13.406 8.031 -0.27 0.01 -0.55
C 17.086 12.583 6.917 0.72 -0.13 1.30
C 17.824 11.422 6.998 0.66 -0.19 -0.12
C 18.513 11.071 8.149 -0.92 1.15 0.57
C 18.377 11.895 9.282 0.91 -1.88 -0.45
H 23.563 13.252 9.306 0.34 -0.21 -0.01
H 22.943 12.985 11.805 -0.20 0.68 -1.19
H 20.767 13.725 12.492 -0.11 0.08 -0.66
H 19.692 14.743 8.419 -0.53 -0.02 -0.28
H 21.921 14.132 7.733 0.37 0.02 -0.55
H 18.519 15.014 11.879 0.33 -0.38 -0.36
H 16.551 14.366 7.965 -0.37 0.40 -0.02
H 16.647 12.841 6.003 -0.71 0.48 -1.11
H 17.972 10.829 6.120 -0.15 -0.39 -0.42
H 19.098 10.183 8.137 0.46 -0.52 0.24
H 18.878 11.633 10.220 -0.11 0.09 -0.35
F 15.991 7.641 6.150 0.42 -0.04 -0.14
C 14.681 7.926 6.160 0.97 1.19 -0.03
F 14.347 8.348 4.924 -0.07 -0.14 0.09
F 14.064 6.787 6.378 -0.85 -0.43 0.42
C 14.435 9.060 7.154 -0.28 0.16 0.65
C 13.249 9.764 7.088 -1.61 0.34 -0.56
C 12.982 10.871 7.910 -0.73 -0.29 -0.89
C 13.938 11.295 8.801 0.35 0.45 1.04
C 15.131 10.597 8.916 0.56 -0.95 -0.42
C 15.370 9.459 8.113 0.56 -0.06 0.21
P 13.670 12.737 9.931 -0.09 -0.22 -0.19
C 13.020 12.072 11.506 0.14 0.28 0.31
C 12.764 12.964 12.569 -0.40 -2.90 0.82
C 12.423 12.464 13.856 0.96 0.34 -1.32
C 12.418 11.084 14.026 -0.37 -0.20 -0.14
C 12.587 10.196 12.964 0.73 0.96 -0.63
C 12.958 10.715 11.693 -0.52 -2.15 0.23
C 12.314 10.476 15.401 -0.17 -0.69 0.30
F 11.492 9.396 15.420 0.81 0.32 -0.15
F 13.552 10.109 15.848 -0.09 -0.49 -0.51
F 11.885 11.278 16.358 -0.62 1.04 0.19
C 12.220 13.523 9.200 1.44 -0.34 0.40
C 12.528 14.535 8.319 -1.95 0.95 -0.81
C 11.422 15.121 7.648 1.85 0.18 -0.17
C 10.162 14.626 7.862 -1.10 0.97 -1.36
C 9.906 13.620 8.730 -1.50 -1.05 1.05
C 10.939 13.056 9.417 -0.10 -0.71 0.67
C 8.983 15.173 7.067 -0.06 -0.09 0.78
F 9.457 15.794 5.993 -0.52 0.14 -0.59
F 8.075 14.231 6.718 0.83 -0.02 -0.34
F 8.253 16.042 7.787 0.28 0.47 0.12
H 12.457 9.454 6.372 0.75 0.26 0.50
H 12.031 11.428 7.814 0.64 -0.59 -0.05
H 15.898 10.965 9.604 -0.19 -0.29 -0.38
H 16.300 8.867 8.196 -0.53 0.67 0.07
H 12.951 13.953 12.347 -0.02 2.20 0.12
H 12.312 13.107 14.726 -0.14 0.07 -0.30
H 12.516 9.145 13.203 0.10 -0.16 -0.40
H 13.209 10.035 10.822 -0.47 0.71 1.33
H 13.540 14.880 8.124 -0.14 -0.06 0.15
H 11.601 15.932 6.937 -0.18 -0.32 0.25
H 8.871 13.277 8.901 0.68 0.16 -0.24
H 10.729 12.220 10.091 0.28 0.36 -0.12
```
Forces are in eV/Å.

Atom charges from the Löwdin analysis, given in e for atoms 1 to 4: 0.717, 0.622, -1.103, -0.047

***

Record 5
C2H5N4S | ωB97M-V with the def2-TZVPD basis set

Values from the calculation:
- Relative energy (zero: lowest compared OMol25 entry of this formula, charge and spin): 3.219 eV
- SMILES string: [NH2+]=C1CSN=NN1
- Largest force on an atom: 7.875 eV/Å
- Calculated total energy: -696.056017 Eh
- HOMO (spin up / spin down): -13.5 / -13.5 eV
- Kohn-Sham gap (spin up / spin down): 0.29721 / 0.29711 Ha
- Net charge: +1

Structure (XYZ):
```
12
Properties=species:S:1:pos:R:3:forces:R:3
N 0.803 -0.253 -0.494 1.20 1.19 0.06
C -0.392 -0.314 0.062 -1.34 0.43 -0.09
C -1.169 0.944 0.365 0.20 1.45 1.24
S -2.727 0.877 -0.588 1.29 0.57 -0.43
N -3.196 -0.585 -0.254 1.80 -5.86 3.01
N -2.430 -1.624 0.340 -4.77 5.55 -2.91
N -1.096 -1.426 0.269 1.12 0.29 0.36
H 1.299 0.672 -0.590 -0.95 -1.49 0.38
H 1.356 -1.046 -0.811 -0.49 -0.01 0.14
H -1.567 1.058 1.475 1.43 -0.49 -2.08
H -0.541 1.833 0.040 -1.06 -0.88 0.59
H -0.767 -2.330 0.508 1.57 -0.76 -0.25
```
Forces are in eV/Å.

Atom charges from the Löwdin analysis, given in e for atoms 1 to 4: 0.219, -0.346, -0.339, 1.025

***

Record 6
C2H3NO | ωB97M-V with the def2-TZVPD basis set

Values from the calculation:
- Relative energy (zero: lowest compared OMol25 entry of this formula, charge and spin): 1.801 eV
- SMILES string: [H]/N=C/C=O
- Largest force on an atom: 7.713 eV/Å
- Calculated total energy: -207.931469 Eh
- HOMO: -10.4 eV
- Kohn-Sham gap: 0.36779 Ha

Structure (XYZ):
```
7
Properties=species:S:1:pos:R:3:forces:R:3
H 1.368 -1.733 0.228 0.19 -0.28 0.56
N 1.119 -0.890 -0.257 0.36 0.72 -1.25
C 0.250 -0.200 0.331 0.21 0.18 -1.71
C -0.533 0.883 -0.404 -6.99 -1.76 2.74
O -1.837 0.704 -0.203 6.64 1.22 -1.39
H -0.150 -0.537 1.244 -0.91 0.16 1.33
H -0.217 1.774 -0.939 0.50 -0.24 -0.29
```
Forces are in eV/Å.

Atom charges from the Löwdin analysis, given in e for atoms 1 to 4: 0.047, 0.105, -0.214, -0.090